A cluster of 7 separate species, C21H56O7 in total, computed with the ωB97M-V functional and the def2-TZVPD basis.

Each line ends with the Löwdin charge.
Element x y z (Å)
C  -4.9125  -1.2046  -3.6082  -0.0695
C  -3.8614  -1.9612  -2.8910  -0.5185
C  -2.6259  -1.0776  -2.7850  -0.0640
O  -4.2820  -2.1327  -1.5747  -0.0435
H  -5.1190  -0.3188  -3.0074  0.0939
H  -5.7973  -1.8111  -3.8017  0.0896
H  -4.5879  -0.8965  -4.6020  0.0908
H  -3.5922  -2.8712  -3.4273  0.1433
H  -2.8934  -0.1332  -2.3109  0.0860
H  -2.2875  -0.8512  -3.7961  0.0757
H  -1.7456  -1.5176  -2.3163  0.0683
H  -5.1393  -1.7122  -1.4760  0.0935
C  0.1375  1.9596  -4.2514  -0.0573
C  -0.2325  2.7308  -5.5572  -0.4727
C  0.9851  3.4637  -6.0183  -0.0772
O  -0.7292  1.7855  -6.5271  -0.0515
H  0.9693  1.2785  -4.4311  0.0815
H  -0.5313  1.2090  -3.8305  0.0554
H  0.2178  2.6280  -3.3942  0.0642
H  -1.0319  3.4587  -5.4183  0.1359
H  1.7730  2.8120  -6.3959  0.0858
H  1.3367  4.0862  -5.1954  0.0872
H  0.7157  4.1511  -6.8202  0.0826
H  0.1072  1.4955  -6.8984  0.0708
C  -1.2511  -4.2746  0.1929  -0.0510
C  -2.5161  -5.0957  0.3821  -0.4909
C  -2.5859  -5.8335  1.7242  -0.0647
O  -3.6465  -4.2653  0.5469  -0.0544
H  -1.0121  -4.2247  -0.8694  0.0721
H  -0.4474  -4.7785  0.7297  0.0665
H  -1.3452  -3.2382  0.5170  0.0713
H  -2.5899  -5.9191  -0.3283  0.1307
H  -1.5861  -6.1992  1.9582  0.0657
H  -3.2708  -6.6768  1.6362  0.0777
H  -2.8263  -5.1269  2.5186  0.0836
H  -3.6949  -3.7507  -0.2620  0.0481
C  0.5431  -0.0528  -0.6145  -0.0312
C  1.5847  0.9305  0.0010  -0.5246
C  1.7545  2.1146  -0.8212  -0.0717
O  1.2380  1.2101  1.2946  -0.0432
H  0.3048  -0.9258  -0.0068  0.0618
H  0.9764  -0.6224  -1.4366  0.0791
H  -0.4607  0.2997  -0.8517  0.0689
H  2.5290  0.3958  -0.1021  0.1336
H  0.8819  2.7265  -1.0500  0.0772
H  2.0623  1.8449  -1.8314  0.0828
H  2.4408  2.8472  -0.3964  0.0921
H  1.2273  0.3730  1.7646  0.0471
C  -1.5352  2.5175  2.9941  -0.0463
C  -1.4335  3.0856  1.5633  -0.5246
C  -2.5467  4.1013  1.2171  -0.0403
O  -0.2100  3.6888  1.4388  -0.0492
H  -0.8291  1.7547  3.3220  0.0500
H  -2.5196  2.0598  3.0925  0.0743
H  -1.4691  3.3320  3.7155  0.0794
H  -1.4443  2.2271  0.8918  0.1220
H  -3.5589  3.6972  1.2310  0.0752
H  -2.3805  4.4695  0.2047  0.0704
H  -2.3951  4.9790  1.8454  0.0791
H  0.3974  2.9463  1.4031  0.0413
C  0.3811  -0.9913  4.1633  -0.0620
C  1.5706  -1.6891  3.5313  -0.4505
C  0.8727  -2.9082  2.8200  -0.0545
O  2.1900  -0.8525  2.6022  -0.0589
H  -0.2100  -0.5264  3.3743  0.0722
H  0.7688  -0.1563  4.7469  0.0819
H  -0.2097  -1.6628  4.7863  0.0917
H  2.2771  -2.0909  4.2576  0.1401
H  0.7038  -3.7793  3.4530  0.0788
H  1.4701  -3.2883  1.9913  0.0747
H  -0.1198  -2.6367  2.4604  0.0573
H  2.5941  -0.1195  3.0724  0.0613
C  5.8167  2.4176  2.5464  -0.0576
C  4.7566  1.3134  2.4489  -0.4592
C  5.3292  -0.1050  2.4998  -0.0392
O  3.8730  1.4349  3.5526  -0.0668
H  5.5455  3.4561  2.3569  0.0758
H  6.6683  2.2832  1.8794  0.0726
H  6.3671  2.4078  3.4872  0.0822
H  4.1339  1.4716  1.5685  0.1198
H  5.3648  -0.5614  3.4890  0.0880
H  6.3074  -0.2259  2.0345  0.0784
H  4.6688  -0.7280  1.8965  0.0649
H  3.6215  2.3494  3.7006  0.1008

Values from the calculation:
SMILES: CC(C)O.CC(C)O.CC(C)O.CC(C)O.CC(C)O.CC(C)O.CC(C)O
Frontier orbital gap, eV: 10.03
Highest occupied orbital energy, eV: -9.37

---

A structure of composition C21H57BF4O8V, computed with the ωB97M-V functional and the def2-TZVPD basis.

Each line ends with the Löwdin charge.
Element x y z (Å)
V  0.5023  -0.0479  -2.8671  0.9902
O  -0.6619  -1.7610  -2.7408  -0.3938
H  -1.0708  -1.7018  -3.6137  -0.0755
B  -0.0444  0.1940  -0.1225  -1.2521
F  -0.7522  0.6862  -1.2520  0.0820
F  -0.6919  -0.7948  0.5882  0.1675
F  1.1813  -0.3034  -0.6088  0.1106
F  0.2073  1.2811  0.7253  0.1322
C  3.3926  2.9385  -1.6632  -0.0303
C  1.9444  2.8857  -2.1848  -0.4216
C  1.6126  4.1583  -2.9757  -0.0243
O  1.8474  1.7293  -3.0439  -0.1355
H  4.0971  3.1356  -2.4729  0.0869
H  3.6341  1.9582  -1.2492  0.0795
H  3.4478  3.6589  -0.8468  0.0740
H  1.2774  2.7428  -1.3340  0.1350
H  0.5474  4.3450  -3.0908  0.0723
H  2.1448  4.1064  -3.9285  0.0868
H  2.0178  4.9876  -2.3930  0.0871
H  2.2645  2.0038  -3.8702  0.1058
C  2.2358  -4.1642  1.1174  -0.0450
C  0.7352  -4.4231  0.7584  -0.4614
C  -0.1249  -4.6447  2.0047  -0.0478
O  0.2699  -3.3382  -0.0238  -0.0469
H  2.5400  -4.6098  2.0625  0.0699
H  2.3692  -3.0825  1.1509  0.0716
H  2.7804  -4.5854  0.2711  0.0648
H  0.7147  -5.3367  0.1610  0.1284
H  -0.3183  -5.7111  2.1273  0.0739
H  -1.0909  -4.1467  1.9031  0.0667
H  0.3319  -4.2131  2.8988  0.0687
H  0.5290  -2.5337  0.4337  0.0516
C  4.1520  -3.0197  -3.1894  -0.0414
C  3.4444  -2.1305  -2.1834  -0.4511
C  4.3598  -1.4321  -1.2250  -0.0584
O  2.6183  -1.1352  -2.8534  -0.1110
H  3.4381  -3.5363  -3.8309  0.0885
H  4.6037  -3.8536  -2.6438  0.0878
H  4.9405  -2.5041  -3.7402  0.0828
H  2.8089  -2.7583  -1.5547  0.1320
H  3.8664  -0.8054  -0.4830  0.0789
H  5.2098  -0.9557  -1.7298  0.0851
H  4.8710  -2.1431  -0.5608  0.0884
H  3.3024  -0.7169  -3.3988  0.0957
C  -4.5768  -3.1138  1.2768  -0.0646
C  -4.1711  -2.3709  -0.0192  -0.4843
C  -4.5010  -0.8708  0.1318  -0.0462
O  -2.7819  -2.5443  -0.1947  -0.0389
H  -5.6052  -3.0646  1.6433  0.0712
H  -4.0600  -2.6901  2.1490  0.0678
H  -4.2047  -4.1267  1.1152  0.0751
H  -4.8015  -2.8157  -0.7900  0.1309
H  -4.1783  -0.3948  -0.7976  0.0657
H  -3.8189  -0.4996  0.9061  0.0684
H  -5.5062  -0.6321  0.4678  0.0761
H  -2.4343  -1.9297  0.4653  0.0512
C  -3.2822  1.0157  -4.2966  -0.0297
C  -2.1887  2.0331  -3.9374  -0.4216
C  -2.4311  2.6319  -2.5575  -0.0463
O  -0.9004  1.3704  -3.9679  -0.1320
H  -3.4118  0.2513  -3.5357  0.0858
H  -3.0562  0.5265  -5.2470  0.0798
H  -4.1870  1.5951  -4.4940  0.0853
H  -2.1505  2.8870  -4.6162  0.1379
H  -1.6095  3.2626  -2.2225  0.0761
H  -2.8419  1.9470  -1.8220  0.0791
H  -3.2412  3.3569  -2.7204  0.0895
H  -0.5767  1.4479  -4.8719  0.1036
C  -0.6378  -0.9836  5.8608  -0.0666
C  -1.8334  -0.8893  4.9231  -0.4788
C  -1.3412  -0.8528  3.4983  -0.0545
O  -2.7199  -2.0109  5.1079  -0.0602
H  0.0495  -0.1436  5.7651  0.0784
H  -0.0150  -1.8377  5.5584  0.0805
H  -0.8589  -1.2568  6.8966  0.0722
H  -2.4691  -0.0306  5.1570  0.1327
H  -1.1497  -1.8467  3.0966  0.0747
H  -0.4907  -0.2029  3.3012  0.0815
H  -2.1246  -0.4150  2.8691  0.0737
H  -2.9694  -1.9992  6.0368  0.0770
C  0.5519  5.5002  3.5569  -0.0666
C  0.5480  4.4193  2.4927  -0.4939
C  1.9125  4.2500  1.8269  -0.0558
O  0.0203  3.1569  2.9222  -0.0488
H  0.6133  6.4664  3.0575  0.0780
H  1.3316  5.4435  4.3236  0.0774
H  -0.3552  5.4649  4.1660  0.0794
H  -0.1904  4.7992  1.7657  0.1301
H  1.9736  3.3900  1.1601  0.0561
H  2.6776  4.1679  2.6045  0.0844
H  2.2184  5.1386  1.2646  0.0784
H  0.2905  2.5772  2.1955  0.0420

Values from the calculation:
Frontier orbital gap (alpha / beta), eV: 6.76 / 7.50
Highest occupied orbital energy (alpha / beta), eV: -7.36 / -8.25
Spin multiplicity: 4